[1]
Here is a 2-piece molecular cluster, C4H8INO3 overall at a distorted geometry from the Open Molecules 2025 dataset. Energies are from ωB97M-V with the def2-TZVPD basis set.

Summary:
E_HOMO (alpha / beta)	-8.71 / -8.50	eV
orbital gap (alpha / beta)	7.93 / 7.64	eV
LUMO energy (alpha / beta)	-0.8 / -0.9	eV
ΔE to the lowest compared entry with this formula, charge and spin	109.8	kcal/mol

```
17
Properties=species:S:1:pos:R:3:lowdin_charge:R:1
C -1.414 -0.235 0.742 -0.07
C 0.226 0.021 -1.914 -0.12
C -0.144 -1.025 0.504 -0.55
C 0.703 -0.361 -0.544 -0.66
N 0.715 1.745 0.430 -0.33
O 1.005 1.896 1.583 0.03
O 0.310 2.463 -0.417 0.03
O 0.572 -1.394 1.655 -0.12
I 2.712 -0.834 -0.402 1.02
H -1.915 0.274 -0.129 0.09
H -2.267 -0.815 1.129 0.07
H -1.367 0.532 1.669 0.13
H 0.762 -0.563 -2.550 0.02
H -0.779 -0.248 -1.930 0.06
H 0.429 1.128 -2.126 0.12
H -0.461 -2.049 0.227 0.16
H 0.914 -0.537 2.073 0.11
```

[2]
Here is one molecule with the formula C20H26N4O5 from the Open Molecules 2025 dataset. Energies are from ωB97M-V with the def2-TZVPD basis set.

Summary:
E_HOMO	-7.76	eV
orbital gap	8.55	eV
LUMO energy	0.8	eV
SMILES	COCCN(CCOC)C(=O)CN1C(=O)N[C@H](Cc2c[nH]c3ccccc23)C1=O
ΔE to the lowest compared entry with this formula, charge and spin	44.8	kcal/mol

```
55
Properties=species:S:1:pos:R:3:lowdin_charge:R:1
C -3.571 -4.081 -0.316 -0.11
O -2.777 -3.075 -0.891 -0.20
C -1.739 -2.601 -0.057 -0.19
C -2.207 -1.542 0.958 -0.10
N -2.079 -0.202 0.417 -0.04
C -2.931 0.093 -0.716 -0.11
C -4.214 0.821 -0.308 -0.20
O -3.933 2.182 -0.067 -0.21
C -5.051 2.910 0.370 -0.11
C -1.140 0.601 0.951 -0.40
O -0.487 0.270 1.928 0.04
C -0.884 1.965 0.306 0.01
N 0.346 1.914 -0.458 0.09
C 0.622 0.962 -1.446 -0.47
O -0.115 0.075 -1.793 0.11
N 1.832 1.283 -1.966 0.14
C 2.522 2.260 -1.165 -0.19
C 3.670 1.642 -0.334 -0.07
C 3.130 0.524 0.496 -0.18
C 2.595 0.635 1.748 -0.04
N 2.088 -0.561 2.154 0.09
C 2.224 -1.465 1.144 -0.21
C 1.819 -2.790 1.059 -0.03
C 2.109 -3.476 -0.100 -0.10
C 2.805 -2.867 -1.148 -0.10
C 3.212 -1.555 -1.070 -0.04
C 2.909 -0.826 0.080 -0.13
C 1.414 2.737 -0.231 -0.40
O 1.458 3.643 0.560 0.11
H -4.292 -4.376 -1.075 0.09
H -4.108 -3.731 0.573 0.08
H -2.963 -4.951 -0.036 0.09
H -1.273 -3.444 0.470 0.12
H -0.999 -2.149 -0.722 0.12
H -1.586 -1.584 1.854 0.12
H -3.250 -1.723 1.234 0.12
H -3.195 -0.860 -1.177 0.12
H -2.393 0.678 -1.460 0.12
H -4.956 0.732 -1.117 0.13
H -4.640 0.362 0.598 0.13
H -5.855 2.891 -0.376 0.09
H -5.439 2.512 1.316 0.09
H -4.716 3.934 0.518 0.09
H -1.715 2.302 -0.312 0.11
H -0.709 2.689 1.107 0.14
H 2.329 0.606 -2.521 0.14
H 2.898 3.087 -1.778 0.16
H 4.448 1.285 -1.011 0.12
H 4.084 2.424 0.304 0.13
H 2.549 1.499 2.383 0.14
H 1.490 -0.675 2.955 0.15
H 1.292 -3.260 1.876 0.11
H 1.801 -4.506 -0.205 0.10
H 3.024 -3.444 -2.035 0.10
H 3.767 -1.106 -1.883 0.10
```

[3]
Here is one molecule with the formula C4H6N2 from the Open Molecules 2025 dataset. Energies are from ωB97M-V with the def2-TZVPD basis set.

Summary:
E_HOMO	-9.77	eV
orbital gap	10.59	eV
LUMO energy	0.8	eV
SMILES	CN1C[C@H]1C#N
ΔE to the lowest compared entry with this formula, charge and spin	53.0	kcal/mol

```
12
Properties=species:S:1:pos:R:3:lowdin_charge:R:1
C -1.220 0.218 1.000 -0.08
N -0.082 0.446 0.150 -0.16
C -0.031 0.453 -1.268 -0.08
C 0.750 -0.557 -0.449 -0.27
C 2.087 -0.453 0.123 -0.17
N 2.990 -0.419 0.844 0.14
H -0.829 0.035 2.005 0.09
H -1.893 -0.608 0.723 0.08
H -1.795 1.145 1.036 0.08
H 0.464 1.285 -1.770 0.11
H -0.909 0.056 -1.793 0.11
H 0.467 -1.603 -0.600 0.14
```

[4]
Here is C17H24N2O5 as an isolated structure at a distorted geometry from the Open Molecules 2025 dataset. Energies are from ωB97M-V with the def2-TZVPD basis set.

Summary:
E_HOMO	-8.89	eV
orbital gap	9.19	eV
LUMO energy	0.3	eV
ΔE to the lowest compared entry with this formula, charge and spin	482.8	kcal/mol

```
48
Properties=species:S:1:pos:R:3:lowdin_charge:R:1
C 6.527 2.539 -0.869 -0.08
C 6.934 2.054 0.459 -0.30
C 5.937 1.124 0.954 -0.16
C 5.965 -0.354 0.255 -0.09
O 5.052 -1.466 0.668 0.01
C 3.661 -1.364 0.532 -0.36
C 3.034 -0.552 -0.283 -0.01
C 1.754 -0.517 -0.860 0.04
C 0.931 -1.463 -0.197 -0.06
C 1.614 -2.364 0.842 0.09
C 2.859 -2.024 1.150 -0.11
H 3.280 -2.774 1.755 0.14
H 0.978 -3.222 1.248 0.15
C -0.447 -1.556 -0.323 -0.59
O -1.259 -2.061 0.364 0.09
N -0.945 -1.377 -1.490 0.05
H -0.179 -1.136 -2.226 0.19
C -2.288 -1.535 -1.959 -0.06
H -2.181 -1.453 -3.190 0.20
H -2.694 -2.340 -1.469 0.10
C -3.157 -0.290 -1.692 -0.38
O -3.678 0.621 -2.228 0.08
N -3.270 -0.108 -0.211 0.04
C -4.201 0.791 0.517 -0.08
C -5.500 0.300 0.425 -0.47
O -5.722 -0.983 0.419 0.04
O -6.274 0.845 1.254 0.00
C -7.583 0.783 1.538 -0.29
C -8.614 0.718 0.473 -0.10
H -9.516 0.451 0.712 -0.01
H -8.509 1.887 -0.060 0.15
H -8.233 0.062 -0.557 0.16
H -7.904 1.322 2.400 0.11
H -7.621 -0.544 1.896 0.20
H -4.329 1.489 -0.369 0.15
H -3.656 1.350 1.294 0.16
H -2.859 -0.970 0.128 0.07
H 1.342 0.178 -1.177 -0.01
H 3.680 0.376 -0.942 0.19
H 6.791 -0.604 0.557 0.04
H 5.844 -0.309 -0.640 0.01
H 5.800 0.946 2.288 0.19
H 4.665 1.372 0.885 0.16
H 6.714 2.785 1.160 0.11
H 7.681 1.700 0.425 -0.03
H 7.325 3.261 -1.255 0.10
H 5.548 2.829 -0.970 0.04
H 6.704 1.581 -1.633 0.14
```

[5]
Here is C16H37ClNNbO10PS as an isolated structure at a distorted geometry from the Open Molecules 2025 dataset. Energies are from ωB97M-V with the def2-TZVPD basis set.

Summary:
E_HOMO	-4.45	eV
orbital gap	6.55	eV
LUMO energy	2.1	eV
net charge	-1

```
68
Properties=species:S:1:pos:R:3:lowdin_charge:R:1
N 3.732 -1.034 -2.254 0.00
C 4.906 -0.300 -2.737 -0.28
C 4.681 0.374 -4.093 -0.23
C 3.664 1.520 -4.125 -0.30
C 2.183 1.104 -3.992 -0.38
Nb 1.190 2.023 -2.281 1.26
C -0.808 1.636 -3.263 -0.39
O -2.034 1.421 -2.587 -0.24
C -2.160 0.128 -2.059 -0.27
O -2.193 -0.848 -3.092 -0.12
C -1.046 -1.661 -3.325 -0.19
C -0.610 -2.558 -2.162 -0.23
O 0.802 -2.782 -2.117 -0.09
C 2.658 2.091 -0.524 -0.39
C 3.621 3.135 -0.244 -0.92
O 4.801 3.073 -0.026 -0.02
Cl 2.883 4.769 -0.168 0.55
P -0.516 3.446 -0.816 0.13
S -0.747 2.591 0.989 -0.11
H 3.723 -1.120 -1.246 0.07
H 3.674 -1.971 -2.637 0.07
H 5.803 -0.936 -2.801 0.10
H 5.138 0.485 -2.001 0.11
H 5.666 0.773 -4.390 0.11
H 4.399 -0.380 -4.846 0.11
H 3.764 2.067 -5.073 0.10
H 3.976 2.234 -3.342 0.08
H 1.623 1.330 -4.914 0.04
H 2.083 0.022 -3.809 0.03
H 0.769 0.535 -1.250 -0.05
H 1.624 3.676 -2.989 -0.09
H -0.696 0.842 -4.017 0.04
H -0.928 2.593 -3.809 0.07
H -3.126 0.109 -1.542 0.14
H -1.330 -0.073 -1.370 0.08
H -1.308 -2.261 -4.207 0.13
H -0.179 -1.028 -3.592 0.09
H -1.039 -3.564 -2.259 0.12
H -0.979 -2.139 -1.224 0.11
H 1.210 -1.896 -2.081 0.04
H 2.019 2.014 0.375 0.01
H 3.267 1.167 -0.582 0.03
H -1.754 3.679 -1.416 -0.11
H -0.095 4.774 -0.674 -0.14
C -6.543 -2.111 1.447 -0.04
O -5.156 -2.006 1.124 0.00
C -4.334 -2.487 2.058 -0.63
O -4.680 -2.994 3.093 0.12
O -3.090 -2.314 1.643 0.01
C -2.074 -2.761 2.550 -0.02
H -7.061 -1.681 0.597 0.09
H -6.828 -3.153 1.587 0.09
H -6.768 -1.557 2.357 0.10
H -2.180 -3.828 2.738 0.10
H -2.144 -2.217 3.490 0.09
H -1.136 -2.547 2.048 0.10
C -0.508 -1.177 8.594 -0.05
O -1.102 -1.102 7.297 0.00
C -0.871 0.051 6.658 -0.63
O -0.231 0.966 7.104 0.12
O -1.465 0.000 5.480 0.00
C -1.286 1.165 4.653 -0.03
H -0.784 -2.156 8.973 0.09
H 0.573 -1.079 8.528 0.10
H -0.894 -0.390 9.240 0.09
H -0.232 1.325 4.441 0.10
H -1.699 2.046 5.137 0.10
H -1.819 0.948 3.733 0.08
```

[6]
Here is a 10-piece molecular cluster, C3H27NO9 overall at a distorted geometry from the Open Molecules 2025 dataset. Energies are from ωB97M-V with the def2-TZVPD basis set.

Summary:
E_HOMO	-8.88	eV
orbital gap	8.83	eV
LUMO energy	-0.1	eV
SMILES	CN(C)C.O.O.O.O.O.O.O.O.O
ΔE to the lowest compared entry with this formula, charge and spin	30.5	kcal/mol

```
40
Properties=species:S:1:pos:R:3:lowdin_charge:R:1
C -1.881 2.220 1.398 -0.10
N -1.664 0.843 0.944 -0.33
C -2.928 0.138 1.006 -0.12
C -0.973 0.689 -0.327 -0.10
H -2.143 2.208 2.462 0.09
H -2.606 2.813 0.808 0.09
H -0.868 2.620 1.307 0.06
H -2.807 -0.937 0.825 0.07
H -3.314 0.127 2.048 0.09
H -3.729 0.478 0.348 0.09
H -0.846 -0.388 -0.495 0.04
H -0.015 1.222 -0.194 0.09
H -1.515 1.147 -1.174 0.09
O -1.363 -2.469 -0.378 -0.06
H -1.488 -2.222 -1.305 0.02
H -0.889 -3.297 -0.366 0.05
O 0.655 -1.630 1.717 -0.05
H 0.484 -1.939 0.821 0.00
H -0.142 -1.101 1.849 0.04
O 1.284 -2.577 -1.068 -0.05
H 2.248 -2.467 -1.107 0.06
H 1.029 -1.738 -1.447 0.01
O -0.840 -1.345 -2.983 -0.05
H -0.497 -0.520 -2.595 0.05
H -0.226 -1.391 -3.730 0.09
O -3.124 0.167 -3.175 -0.08
H -2.485 -0.578 -3.182 0.00
H -3.245 0.440 -4.087 0.03
O 3.636 -0.180 -0.412 -0.11
H 3.361 0.765 -0.477 0.00
H 3.495 -0.607 0.464 -0.01
O 3.329 -1.752 1.858 -0.08
H 2.401 -1.427 1.880 0.01
H 3.238 -2.563 1.339 0.05
O 3.211 2.611 -0.131 -0.05
H 2.636 3.200 -0.606 0.04
H 3.264 2.846 0.801 0.03
O 2.084 2.077 2.267 -0.05
H 1.159 2.085 1.936 0.04
H 2.075 2.432 3.163 0.06
```